[1]
Here is a structure of composition C41H52BiN5O3SSi2 at a distorted geometry from OMol25. Energies are from wB97M-V/def2-TZVPD.

```
105
Properties=species:S:1:pos:R:3:forces:R:3
C 4.863633 1.620073 2.155800 -0.054 0.019 -0.049
S 0.732000 -0.455502 -3.021169 0.001 -0.125 -0.165
C -4.697357 3.312558 1.819730 -0.025 -0.009 0.011
C -0.797251 -2.349520 -4.281810 0.078 0.021 0.142
C -2.879420 -3.279932 -3.498056 0.019 0.006 0.025
H -0.372632 -5.669504 3.536863 0.024 -0.003 -0.019
C -1.274030 3.426780 -4.483084 -0.007 0.000 -0.007
H -2.303821 -5.765023 1.892671 -0.032 0.099 -0.044
O -0.436805 0.044890 -2.248954 -0.056 -0.081 0.002
H -2.088841 -1.816852 3.924449 0.036 0.008 -0.010
C -2.107584 -2.180486 -3.842320 0.008 -0.002 0.040
C -1.621632 -2.396140 3.120835 -0.039 -0.288 -0.003
H -2.955861 -5.416267 -3.323118 -0.011 -0.009 -0.021
H -0.637579 -5.735771 -4.129002 0.007 -0.003 -0.010
H 1.457461 1.519880 -6.414414 0.005 0.003 -0.005
H -2.044723 3.953462 -3.935232 -0.006 0.010 0.004
C -3.523342 1.249137 2.199615 0.040 -0.094 0.086
H 2.011212 4.654459 -1.396576 0.015 -0.015 0.008
H 6.409561 2.751475 3.121690 0.008 0.001 -0.006
C -1.298586 -5.429722 1.643256 -0.047 -0.127 0.030
H 4.833462 3.851676 4.694110 -0.005 -0.006 0.013
H -3.661490 4.800772 0.712049 0.001 -0.019 0.000
C 3.126323 2.828013 3.896724 -0.136 -0.042 0.031
C 4.473019 3.137685 3.963545 0.034 0.040 0.040
C -1.049260 -4.738154 -4.039860 -0.005 -0.013 0.036
Bi -0.499207 0.513426 1.034215 0.043 -0.408 0.214
H 2.316020 0.607603 -4.437126 0.058 0.013 0.045
C -3.607513 3.801093 1.124579 0.043 -0.011 -0.015
H -2.164586 -3.785751 0.644788 -0.090 -0.130 -0.156
H 5.571331 1.144552 1.486085 -0.014 0.025 -0.002
H 0.354651 4.102505 2.515866 0.027 0.003 -0.008
H 0.353471 3.851765 4.259861 0.014 -0.025 -0.012
H 0.498410 1.525777 5.554250 0.024 0.015 -0.003
H -0.511715 -0.348726 -5.040524 0.002 -0.033 -0.067
C 0.026068 3.427229 3.307797 -0.131 -0.042 -0.035
N -0.212997 -2.838970 -0.564893 -0.432 0.878 0.278
H -0.993142 -3.771105 4.672290 0.059 0.098 -0.034
C -2.352754 -4.560423 -3.596876 0.017 0.001 0.047
N -1.413739 -4.464107 0.554562 0.491 0.176 -0.491
H -0.697179 0.489555 4.773824 -0.030 0.013 0.018
C -2.462257 3.012860 0.967978 -0.051 -0.074 0.045
C -4.658218 2.030549 2.356808 0.037 0.047 -0.010
H -3.889776 -3.136056 -3.138824 -0.002 0.010 -0.005
H -2.051678 5.451918 -0.298121 0.010 0.013 -0.002
H -1.065679 3.412748 3.312868 -0.001 0.012 0.019
H 0.991148 -0.037438 4.927378 0.021 -0.018 -0.032
H -2.445468 -4.219083 3.789694 0.051 -0.069 0.088
C -0.189454 2.883364 -6.553591 -0.016 0.002 -0.002
C -0.324571 -4.064800 -0.122756 -0.369 -0.895 0.409
H 2.038261 1.480260 -2.919433 -0.012 0.001 0.021
H 2.454116 3.311794 4.598342 0.028 0.020 0.004
C 3.414063 -1.600419 1.805175 -0.057 0.046 0.036
H 0.622811 -2.527919 -1.030065 0.033 0.158 -0.142
H 1.455290 -4.677446 -0.888976 0.013 -0.024 0.031
H -1.862288 4.216769 -6.389972 -0.005 0.000 -0.006
H 4.186180 -0.675062 -1.344078 -0.033 -0.006 0.020
C 0.929830 3.108029 -0.393967 0.021 -0.024 0.030
H 0.035200 6.195598 -1.371038 -0.009 0.005 0.002
C 4.378394 0.030862 -0.529693 -0.042 0.034 -0.028
C -1.433827 -3.827971 3.672964 0.035 0.110 0.104
H -0.839414 -2.130171 -0.150638 -0.001 -0.160 -0.370
C 0.343409 0.820358 4.734508 -0.005 -0.099 -0.080
H 4.483383 -1.828608 1.742681 0.028 0.028 0.012
C 5.350127 2.526557 3.081790 0.031 0.019 0.031
C 0.689065 2.056912 -5.869512 -0.003 -0.005 0.009
C -0.027594 5.209449 -0.929429 0.075 -0.054 -0.005
H 5.365795 -0.208698 -0.121653 0.001 -0.041 0.018
C -0.604298 -4.838296 2.865229 -0.155 -0.013 0.139
O -3.591144 -3.219021 2.077095 -0.109 -0.168 -0.075
H 0.743056 -3.778268 -4.722012 0.005 0.007 -0.007
C -1.174587 3.571045 -5.859823 0.001 -0.002 0.003
H -5.579921 3.927572 1.939419 -0.002 -0.001 -0.004
H 0.363535 -4.431811 2.556161 0.054 0.087 0.044
H -3.519355 0.242874 2.605044 -0.007 0.030 -0.047
C 0.058260 -1.155183 -4.578068 -0.046 0.135 0.131
C 0.601308 1.912209 -4.486996 0.029 0.037 -0.055
H -0.104945 2.989145 -7.627106 0.004 0.003 -0.009
Si 2.954851 -0.025537 0.768521 -0.388 -0.105 -0.035
C 1.072475 4.357834 -0.951814 -0.071 0.093 -0.014
C 2.611289 1.920576 2.957713 0.073 -0.075 -0.105
N -0.396156 -1.684213 2.746856 -0.107 -0.035 0.084
H 2.869586 -2.504642 1.525152 -0.053 -0.120 -0.127
H -2.511677 -1.181105 -3.747243 0.005 0.019 0.013
C 3.502900 1.294514 2.056923 0.047 0.093 0.078
C -2.669255 -2.400553 1.974007 0.101 0.428 0.215
H 3.190379 -1.413960 2.860186 -0.030 0.001 0.020
H -0.753573 -6.306796 1.286970 -0.060 -0.011 0.069
H 1.738844 2.385313 -0.374127 0.018 -0.064 0.003
H 4.446776 1.027387 -0.979554 -0.007 -0.005 -0.024
N -0.211692 2.701273 0.172762 -0.101 0.298 -0.167
H 0.917273 -1.417918 -5.197847 0.009 0.044 -0.036
H -5.517445 1.642093 2.890098 0.016 -0.010 0.003
H 0.172257 -1.503575 3.566566 0.052 -0.010 -0.043
N 0.668837 -4.952397 -0.326160 0.126 0.138 -0.070
O -2.471536 -1.605172 1.013214 0.406 -0.083 -0.181
C -1.276926 3.521458 0.245511 0.144 0.015 -0.101
H 0.467958 -5.934122 -0.264160 0.011 0.031 -0.014
H -0.488080 2.480187 -2.728858 0.015 0.011 0.022
Si 0.728173 1.683590 3.092787 0.302 0.304 0.273
C -2.404545 1.725454 1.521963 0.027 0.131 -0.286
C -0.274596 -3.636839 -4.374375 0.021 0.006 0.003
C -1.198086 4.792614 -0.332272 -0.048 -0.024 0.049
C 1.548068 1.002011 -3.769287 -0.054 -0.094 0.075
H 0.174148 -2.219181 2.100628 0.060 -0.087 0.039
C -0.392574 2.604674 -3.797987 0.001 0.017 0.031
```
Forces are in eV/Å.

Computed properties:
* HOMO level: -5.440 eV
* calculated total energy: -89384.9602 eV
* HOMO-LUMO gap: 5.49 eV
* relative energy (zero: lowest compared OMol25 entry of this formula, charge and spin): 36.6 kcal/mol
* largest force on an atom: 1.05 eV/A

---

[2]
Here is a structure of composition C11H11BrO2Sm at a distorted geometry from OMol25. Energies are from wB97M-V/def2-TZVPD.

```
26
Properties=species:S:1:pos:R:3:forces:R:3
C 0.701110 -1.404947 2.087476 0.724 -0.236 0.283
H 2.829730 -1.143462 -0.499988 -0.436 0.118 0.096
H 2.218152 1.214078 -1.817606 -0.244 -0.137 0.212
C 1.304992 -1.977287 0.923247 0.438 0.365 0.500
C 2.061529 0.192817 1.129740 -0.054 -0.747 0.366
O -1.709035 -1.835785 -0.752915 -0.775 -1.135 0.149
C -0.898813 2.186174 -1.024603 0.217 -0.105 -0.593
C -2.102083 -2.886799 -0.066581 0.303 0.443 -0.041
C 0.510754 2.254425 -0.799440 -0.223 -0.153 -0.405
H 0.051349 -1.924069 2.795617 0.139 0.262 -0.334
Sm -0.562281 -0.210829 0.234709 0.783 1.362 -1.836
Br -2.310572 0.830400 2.026147 -0.466 0.188 0.493
H 1.024441 2.969893 -0.145657 -0.312 -0.475 -0.204
C -1.134944 1.203704 -2.037489 0.624 0.316 0.188
C 1.146578 1.330144 -1.678796 -1.000 0.054 -0.147
H 0.304763 -0.073247 -3.211338 -0.077 0.026 0.181
C 0.134222 0.658716 -2.429892 -0.148 0.814 0.716
H -1.654059 2.811421 -0.542020 0.312 -0.354 -0.160
H 1.208622 -3.008411 0.583786 -0.109 0.361 0.068
O -3.039137 -3.638952 -0.276008 0.720 0.591 -0.009
H -2.096209 0.947228 -2.472883 0.175 -0.030 0.196
C 2.148967 -0.988201 0.335980 -0.274 -0.054 0.821
C 1.158005 -0.053807 2.201874 0.671 -0.528 0.117
H 2.671261 1.086365 0.998233 -0.462 -0.190 -0.100
H -1.417559 -3.021086 0.821229 -0.506 -0.444 -0.129
H 0.911197 0.644178 3.006113 -0.020 -0.311 -0.428
```
Forces are in eV/Å.

Computed properties:
* HOMO level (alpha / beta): -4.690 / -4.738 eV
* calculated total energy: -103631.8389 eV
* total charge: -1
* HOMO-LUMO gap (alpha / beta): 7.51 / 7.55 eV
* multiplicity: 6
* largest force on an atom: 2.42 eV/A

---

[3]
Here is a structure of composition C12H19Cl2CrNO2P at a distorted geometry from OMol25. Energies are from wB97M-V/def2-TZVPD.

```
38
Properties=species:S:1:pos:R:3:forces:R:3
H -0.798554 0.749380 -3.779633 0.111 0.080 -0.055
H 1.056534 -2.283744 1.186942 -0.145 0.012 0.159
P 0.156977 1.635716 -1.743265 0.332 1.957 -1.354
H -1.312234 3.139918 -0.575247 -0.047 -0.068 -0.227
H 0.142124 -4.124074 -2.952394 0.055 0.372 0.218
C -1.103691 -0.193679 4.451686 0.259 -0.382 -0.616
Cr 0.440132 -0.306283 -0.466290 1.392 1.535 3.949
C -0.416122 -3.220036 -3.239518 0.147 -0.146 -0.801
H -1.426384 -3.522299 -3.549316 0.104 0.260 0.303
C 1.478777 2.882699 -1.598969 0.343 -0.269 0.313
C -1.510577 -0.080954 -0.115351 -5.737 1.432 2.321
H -2.232407 2.027525 -1.615466 0.051 0.278 -0.109
H -1.974455 -1.203217 2.722575 0.171 0.061 0.219
H -0.591081 -2.229629 1.100809 0.320 -0.191 0.430
H 0.950543 0.416003 -3.666128 -0.048 0.215 -0.140
H 2.236978 0.279901 4.941325 -0.181 -0.130 -0.026
H 0.381782 2.056287 -4.107033 -0.097 -0.225 0.091
C 0.189064 -1.150598 2.649356 -0.266 0.706 0.631
N 0.244927 -1.674536 1.304657 -0.180 -0.596 -1.196
H 2.440222 2.371482 -1.488386 -0.124 0.244 -0.113
C 0.083366 0.245310 5.050766 -0.492 0.000 0.067
H 2.328675 -1.049742 2.833783 -0.259 0.129 0.253
O -2.623507 -0.002083 0.157548 3.647 -0.195 -0.954
H -2.069025 -0.001801 4.915350 0.246 -0.003 -0.077
O -1.445941 -1.837957 -1.483735 5.086 -1.713 -3.069
H 0.096877 -2.784574 -4.108572 0.056 -0.008 0.243
Cl 2.320269 0.483065 0.499232 -0.875 -0.184 -0.730
H 1.309593 3.487032 -0.699052 0.055 -0.165 -0.181
C 0.173209 1.168768 -3.497598 -0.024 -0.357 -0.069
H -1.371601 3.425997 -2.340227 0.101 -0.277 0.201
C -1.334399 2.652597 -1.559258 -0.342 -0.205 0.328
Cl 1.526162 -1.716462 -1.577952 -0.195 -2.014 -2.004
H 0.032676 0.818228 5.979663 0.051 -0.213 -0.329
H 1.492772 3.534552 -2.483001 -0.162 -0.226 0.200
C 1.312981 -0.056462 4.478440 0.034 -0.425 -0.290
C -1.056402 -0.889662 3.224990 0.264 0.500 0.459
C -0.499418 -2.246032 -2.146942 -3.683 -0.077 2.036
C 1.371143 -0.800651 3.296212 0.034 0.287 -0.080
```
Forces are in eV/Å.

Computed properties:
* HOMO level (alpha / beta): -14.677 / -14.708 eV
* calculated total energy: -81076.3194 eV
* total charge: +2
* HOMO-LUMO gap (alpha / beta): 5.35 / 5.88 eV
* multiplicity: 4
* largest force on an atom: 6.35 eV/A

---

[4]
Here is a structure of composition C24H20N6RuS4 from OMol25. Energies are from wB97M-V/def2-TZVPD.

```
55
Properties=species:S:1:pos:R:3:forces:R:3
C 0.174602 1.883315 -6.400599 -0.144 0.213 -0.300
H -1.232541 2.867698 -5.136074 0.005 0.000 0.000
H 4.338789 -1.362924 -0.379201 -0.004 0.002 0.019
N -0.699134 3.069399 -8.537193 -0.009 0.036 0.000
H 4.127976 0.172230 0.491214 0.007 0.026 0.004
N 1.452336 3.261694 1.593457 -0.129 0.046 0.050
H -0.786167 -3.222784 -4.993207 -0.017 0.011 -0.005
C 3.723418 3.832915 0.746445 -0.022 0.009 -0.037
C 2.363290 -0.976440 0.305717 -0.108 -0.471 -0.058
S -0.645828 1.844676 0.860289 0.131 -0.181 0.003
N 2.411734 0.371606 -8.695160 0.006 -0.012 -0.013
C -3.507210 -3.109134 -2.273407 -0.013 -0.033 0.024
S -0.728710 1.975768 -2.482769 0.094 -0.052 -0.113
C 2.820909 3.591508 1.949689 -0.060 0.028 -0.058
H -0.139999 -5.577005 -0.456907 0.002 0.009 -0.001
N 0.439382 -2.280624 -0.373922 0.050 0.000 0.063
H 3.492037 -3.440596 0.366839 -0.027 -0.032 0.025
C -1.558107 -3.201433 -4.233035 -0.044 0.011 0.061
C -2.486999 -4.231409 -4.148548 0.017 0.056 0.030
H -2.451041 -5.063868 -4.839771 0.001 0.004 -0.005
H 3.827552 2.920556 0.162002 -0.012 0.007 0.002
S -2.619170 -0.786255 -1.122872 0.239 -0.270 0.038
N 2.031904 1.181408 0.926867 -0.496 -0.050 -0.055
C 1.732501 -2.287183 -0.029535 0.225 0.385 0.150
H 0.720067 3.934000 1.735885 0.044 0.025 -0.035
H 4.712196 4.159460 1.076645 -0.005 -0.015 -0.008
N 1.544701 -0.008989 0.483886 0.310 0.160 0.168
C 1.231255 0.962180 -6.461292 0.195 -0.115 -0.339
H -4.265004 -3.076379 -1.499236 0.008 -0.003 -0.015
C 3.844970 -0.874860 0.463199 0.025 -0.007 0.044
H 4.188658 -1.351183 1.386045 -0.016 0.006 -0.006
C -2.564336 -2.075855 -2.333607 -0.049 0.051 -0.046
C -0.203052 -3.435143 -0.495067 0.067 0.070 -0.119
C -1.603440 -2.132134 -3.348358 0.025 0.034 -0.050
H 2.307794 -5.610334 0.066326 0.003 0.002 -0.008
H 3.301257 4.603439 0.099111 0.018 0.004 0.022
C 0.016019 1.554053 -3.993859 -0.116 0.069 0.020
H -4.214224 -4.954774 -3.096483 0.006 0.005 0.013
C -0.307701 2.545153 -7.591502 0.136 -0.226 0.274
C 2.440440 -3.467605 0.118714 0.048 -0.259 -0.034
C -3.470295 -4.169591 -3.168426 0.022 0.058 0.015
C -0.414453 2.161019 -5.180188 -0.071 0.053 0.111
C 1.057938 2.061095 1.116807 0.400 -0.072 0.016
H 3.224360 2.786961 2.566698 0.025 -0.017 -0.001
C 1.659707 0.347369 -5.296967 0.050 -0.075 0.125
S 1.679573 -0.143150 -2.618697 -0.130 -0.187 0.052
C 1.878530 0.639734 -7.711889 -0.174 0.107 0.319
H -0.875536 -1.334796 -3.449061 0.000 -0.010 0.045
C 1.774439 -4.674771 -0.046774 0.174 0.054 0.053
H 2.773085 4.492459 2.562588 0.002 0.002 0.044
Ru -0.265600 0.026207 -0.936738 -0.628 0.587 -0.395
H 2.472730 -0.365585 -5.344018 -0.015 0.002 0.003
H -1.251643 -3.369728 -0.747163 -0.046 0.004 -0.006
C 0.425492 -4.663686 -0.335196 -0.118 0.029 -0.038
C 1.075369 0.625378 -4.057567 0.116 -0.076 -0.049
```
Forces are in eV/Å.

Computed properties:
* HOMO level (alpha / beta): -4.316 / -4.541 eV
* calculated total energy: -80078.1131 eV
* total charge: -1
* HOMO-LUMO gap (alpha / beta): 6.40 / 5.97 eV
* relative energy (zero: lowest compared OMol25 entry of this formula, charge and spin): 0.0 kcal/mol
* multiplicity: 6
* largest force on an atom: 0.95 eV/A